The following is a quantum chemistry calculation of a structure of composition C29H25EuN11O4, from the OMol25 dataset.

Last column: natural (NBO) charge in e.
CARTESIAN COORDINATES (ANGSTROEM)
Eu: 0.176 0.617 -0.332  1.33
O: 4.428 -1.202 0.651  -0.63
C: 3.262 -0.611 0.709  0.80
O: 2.769 0.058 -0.177  -0.59
C: 2.552 -0.782 2.021  0.08
C: 3.161 -1.277 3.168  -0.16
C: 2.431 -1.264 4.346  -0.14
C: 1.137 -0.760 4.335  -0.18
C: 0.611 -0.306 3.133  0.06
N: 1.305 -0.330 1.998  -0.39
C: -0.746 0.325 2.942  0.81
O: -1.633 0.321 3.907  -0.61
O: -0.998 0.844 1.878  -0.59
H: 4.863 -1.082 -0.205  0.53
H: 4.175 -1.648 3.137  0.26
H: 2.867 -1.621 5.268  0.26
H: 0.574 -0.720 5.258  0.23
H: -1.371 -0.114 4.725  0.51
C: -2.015 0.189 -3.153  -0.28
N: -0.891 1.131 -2.967  -0.61
C: 0.187 0.902 -3.939  -0.27
C: 0.964 -0.296 -3.493  0.41
N: 0.909 -0.736 -2.256  -0.56
C: 1.698 -1.885 -2.239  0.16
C: 1.945 -2.791 -1.209  -0.26
C: 2.810 -3.835 -1.470  -0.20
C: 3.409 -3.990 -2.729  -0.20
C: 3.140 -3.127 -3.771  -0.22
C: 2.261 -2.083 -3.505  0.09
N: 1.759 -1.052 -4.280  -0.51
C: -2.561 -0.315 -1.847  0.42
N: -1.822 -0.672 -0.818  -0.56
C: -2.718 -1.155 0.136  0.16
C: -2.492 -1.752 1.375  -0.24
C: -3.593 -2.127 2.116  -0.19
C: -4.898 -1.933 1.642  -0.19
C: -5.140 -1.398 0.395  -0.21
C: -4.026 -1.030 -0.349  0.08
N: -3.882 -0.493 -1.616  -0.52
H: -1.655 -0.681 -3.707  0.24
H: -2.823 0.632 -3.740  0.21
H: -1.236 2.070 -3.111  0.39
H: 0.831 1.783 -3.957  0.24
H: -0.189 0.749 -4.957  0.21
H: 1.435 -2.693 -0.257  0.21
H: 3.025 -4.558 -0.695  0.23
H: 4.086 -4.819 -2.886  0.24
H: 3.578 -3.274 -4.750  0.24
H: 1.957 -0.909 -5.257  0.44
H: -1.482 -1.965 1.703  0.20
H: -3.455 -2.604 3.078  0.22
H: -5.730 -2.238 2.262  0.24
H: -6.146 -1.291 0.009  0.23
H: -4.634 -0.356 -2.270  0.43
N: -2.938 4.130 -0.149  -0.31
C: -2.605 3.004 -0.788  0.21
N: -1.407 2.620 -0.406  -0.52
C: -1.046 3.585 0.503  0.28
N: -1.958 4.514 0.665  -0.22
C: 0.238 3.605 1.201  0.12
C: 0.493 4.563 2.185  0.05
N: 1.649 4.607 2.823  -0.33
C: 2.574 3.725 2.468  0.01
C: 2.329 2.777 1.486  0.01
N: 1.156 2.690 0.859  -0.44
H: -3.775 4.684 -0.219  0.44
H: -3.249 2.495 -1.488  0.22
H: -0.260 5.295 2.448  0.23
H: 3.528 3.779 2.978  0.22
H: 3.100 2.081 1.184  0.21

For the HOMO energy (spin up / spin down), the calculation gives -11.57 / -13.56 eV. The total charge is +2. The molar mass is 743.6 g mol⁻¹. As for the spin multiplicity: 8. The value obtained for the energy is -2733.48110 hartree. For the LUMO energy (spin up / spin down), the calculation gives -5.71 / -5.71 eV. The value obtained for the frontier orbital gap (spin up / spin down) is 5.9 / 7.9 eV.

***

The following is a quantum chemistry calculation of a cluster of 2 separate species, C5H9NO in total, from the OMol25 dataset.

Last column: natural (NBO) charge in e.
CARTESIAN COORDINATES (ANGSTROEM)
C: 0.925 -1.184 -0.659  -0.59
C: -0.220 -0.780 0.284  -0.16
C: -1.386 0.018 -0.222  -0.40
C: -0.652 0.637 0.909  -0.38
O: 1.092 2.177 -1.013  -0.94
C: -0.535 -1.838 1.208  0.29
N: -0.781 -2.654 1.989  -0.34
H: 1.160 -0.333 -1.291  0.23
H: 0.619 -2.016 -1.318  0.22
H: 1.814 -1.506 -0.105  0.22
H: 1.969 2.071 -0.629  0.47
H: -1.220 0.423 -1.225  0.23
H: -2.388 -0.274 0.034  0.23
H: -1.030 0.705 1.947  0.23
H: -0.139 1.556 0.712  0.22
H: 0.773 2.999 -0.621  0.47

For the HOMO energy, the calculation gives -10.08 eV. The total charge is 0. For the energy relative to the best compared isomer or geometry (same formula, charge and spin), the calculation gives 2.201 eV. The molar mass is 99.1 g mol⁻¹. The value obtained for the energy is -325.85669 hartree. For the LUMO energy, the calculation gives 0.45 eV. The value obtained for the frontier orbital gap is 10.5 eV. Its SMILES is CC1(C#N)CC1.O.

***

The following is a quantum chemistry calculation of a structure of composition C4BN2O14Tl, from the OMol25 dataset.

Last column: Löwdin charge in e.
CARTESIAN COORDINATES (ANGSTROEM)
Tl: 8.174 16.454 -11.873  1.42
N: 10.511 18.479 -11.561  -0.46
O: 10.810 18.446 -10.375  0.15
O: 10.940 19.132 -12.495  0.19
O: 9.624 17.740 -11.841  -0.15
N: 10.743 15.903 -10.074  -0.49
O: 10.984 16.792 -9.339  0.19
O: 9.742 15.957 -10.791  -0.16
O: 11.502 14.892 -10.160  0.08
O: 7.079 22.272 -7.853  0.11
C: 7.559 21.627 -8.829  -0.28
O: 7.182 21.759 -10.127  0.22
B: 7.992 20.740 -10.865  -0.84
O: 9.105 20.435 -9.983  0.21
C: 8.818 20.703 -8.741  -0.34
O: 9.527 20.411 -7.764  0.14
O: 8.540 21.157 -12.147  0.26
C: 8.502 20.119 -13.017  -0.28
O: 9.051 20.051 -14.144  0.14
C: 7.721 18.923 -12.306  -0.37
O: 7.245 19.450 -11.185  0.26
O: 7.312 17.922 -12.896  0.00

For the HOMO energy, the calculation gives -10.21 eV. The total charge is 0. For the energy relative to the best compared isomer or geometry (same formula, charge and spin), the calculation gives 2.085 eV. The molar mass is 515.2 g mol⁻¹. The value obtained for the energy is -1512.17383 hartree. For the LUMO energy, the calculation gives -6.26 eV. The value obtained for the frontier orbital gap is 3.9 eV.

***

The following is a quantum chemistry calculation of a cluster of 5 separate species, H10O5 in total, from the OMol25 dataset.

Last column: natural (NBO) charge in e.
CARTESIAN COORDINATES (ANGSTROEM)
O: -1.655 -0.544 2.347  -0.97
H: -1.933 -1.250 2.986  0.47
H: -1.090 -0.903 1.661  0.50
O: 2.191 1.492 0.249  -0.93
H: 1.866 2.130 0.869  0.48
H: 1.823 1.869 -0.559  0.48
O: -0.548 -2.278 -1.926  -0.93
H: -0.926 -1.457 -1.896  0.46
H: 0.076 -2.216 -2.652  0.47
O: -1.019 1.764 -0.980  -0.94
H: -0.757 2.187 -0.192  0.45
H: -0.649 0.892 -0.713  0.47
O: 0.559 -0.592 0.469  -0.99
H: 1.160 0.133 0.468  0.49
H: 0.904 -1.227 -0.138  0.48

For the HOMO energy, the calculation gives -10.87 eV. The total charge is 0. For the energy relative to the best compared isomer or geometry (same formula, charge and spin), the calculation gives 1.202 eV. The molar mass is 90.1 g mol⁻¹. The value obtained for the energy is -382.17999 hartree. For the LUMO energy, the calculation gives 0.24 eV. The value obtained for the frontier orbital gap is 11.1 eV. Its SMILES is O.O.O.O.O.

***

The following is a quantum chemistry calculation of a structure of composition C30H40AsCl3N3O2P2RuS5, from the OMol25 dataset.

Last column: Mulliken spin population.
CARTESIAN COORDINATES (ANGSTROEM)
Ru: -0.230 1.978 -0.246  0.01
S: 2.825 4.978 1.884  0.00
As: 0.745 4.732 1.420  0.00
S: -0.061 2.750 2.056  0.00
S: 0.313 4.210 -0.709  0.00
S: -0.403 6.394 2.066  0.00
C: -2.968 4.081 0.642  0.00
P: -2.366 2.663 -0.319  -0.01
C: -3.770 1.497 -0.097  0.03
C: -2.688 3.216 -2.057  0.00
C: -2.228 2.107 -2.998  0.00
P: -0.518 1.583 -2.526  0.00
C: -0.394 0.040 -3.506  0.00
C: 0.539 2.629 -3.602  0.00
H: -3.976 4.345 0.306  0.00
H: -2.295 4.932 0.526  0.00
H: -2.982 3.835 1.703  0.00
H: -4.701 1.939 -0.463  0.00
H: -3.882 1.278 0.967  -0.01
H: -3.559 0.563 -0.619  -0.01
H: -2.082 4.116 -2.187  0.00
H: -3.739 3.485 -2.200  0.00
H: -2.277 2.379 -4.057  0.00
H: -2.852 1.218 -2.856  0.00
H: -0.657 0.254 -4.545  0.00
H: -1.058 -0.721 -3.102  0.00
H: 0.639 -0.312 -3.473  0.00
H: 0.325 2.460 -4.662  0.00
H: 1.583 2.378 -3.396  0.00
H: 0.405 3.682 -3.356  0.00
C: 2.969 1.462 3.534  0.00
N: 3.194 1.512 2.093  0.00
C: 2.469 0.862 1.178  0.00
S: 2.228 1.603 -0.363  0.00
N: 1.949 -0.346 1.394  0.00
C: 2.198 -1.249 2.494  0.00
H: 2.908 2.496 3.872  0.00
H: 3.782 0.952 4.061  0.00
H: 2.019 0.989 3.769  0.00
H: 3.402 2.475 1.788  0.00
H: 1.308 -0.657 0.664  0.01
H: 3.146 -1.017 2.971  0.00
H: 2.256 -2.264 2.096  0.00
H: 1.408 -1.224 3.251  0.00
Cl: 4.049 -1.811 -0.827  0.00
C: 3.683 -1.790 -2.512  0.00
C: 4.536 -1.037 -3.306  0.00
C: 4.318 -0.897 -4.663  0.00
C: 3.235 -1.536 -5.241  0.00
C: 2.399 -2.295 -4.450  0.00
Cl: 1.045 -3.081 -5.225  0.00
C: 2.556 -2.437 -3.056  0.00
N: 1.565 -3.126 -2.375  0.00
C: 1.590 -3.768 -1.132  0.00
C: 2.686 -4.544 -0.762  0.00
C: 2.719 -5.177 0.469  0.00
C: 1.634 -5.074 1.325  0.00
C: 0.512 -4.369 0.916  0.00
C: 0.452 -3.719 -0.313  0.00
C: -0.835 -3.078 -0.750  -0.01
C: -1.014 -1.532 -0.712  0.00
O: -2.152 -1.159 -1.053  0.00
O: -0.055 -0.809 -0.342  -0.05
H: 5.351 -0.521 -2.817  0.00
H: 4.973 -0.277 -5.260  0.00
H: 3.024 -1.447 -6.297  0.00
H: 0.647 -2.989 -2.764  0.00
H: 3.526 -4.622 -1.440  0.00
H: 3.593 -5.750 0.754  0.00
H: 1.651 -5.556 2.295  0.00
H: -0.356 -4.316 1.564  0.00
H: -1.637 -3.464 -0.118  0.00
H: -1.111 -3.394 -1.763  0.00
Cl: -5.348 0.192 6.929  0.02
C: -4.325 0.077 5.513  0.21
C: -3.062 0.659 5.533  -0.10
C: -2.253 0.558 4.423  0.18
C: -2.684 -0.132 3.260  0.11
C: -1.854 -0.248 2.141  0.21
C: -3.992 -0.683 3.273  0.20
C: -4.799 -0.586 4.387  -0.11
H: -2.730 1.197 6.411  0.00
H: -1.284 1.043 4.405  0.03
H: -0.834 0.108 2.191  0.23
H: -2.204 -0.688 1.218  0.04
H: -4.352 -1.190 2.386  0.01
H: -5.792 -1.015 4.393  0.00

For the HOMO energy (spin up / spin down), the calculation gives -1.32 / -1.32 eV. The total charge is -2. For the energy relative to the best compared isomer or geometry (same formula, charge and spin), the calculation gives 0.025 eV. The molar mass is 979.3 g mol⁻¹. As for the spin multiplicity: 2. The value obtained for the energy is -7867.07633 hartree. For the LUMO energy (spin up / spin down), the calculation gives 3.66 / 3.66 eV. The value obtained for the frontier orbital gap (spin up / spin down) is 5.0 / 5.0 eV.

***

The following is a quantum chemistry calculation of a structure of composition C4H8N2O3, from the OMol25 dataset.

Last column: natural (NBO) charge in e.
CARTESIAN COORDINATES (ANGSTROEM)
C: 0.989 0.836 -0.287  -0.49
C: 0.655 0.965 -1.785  -0.20
C: -0.425 0.288 -0.166  0.59
C: -0.503 -1.538 0.686  -0.38
N: -0.560 0.187 -1.540  -0.63
N: 0.075 -1.179 1.886  0.49
O: 1.253 -1.430 2.090  -0.40
O: -0.614 -0.482 2.653  -0.49
O: -1.386 0.882 0.561  -0.71
H: 1.788 0.140 -0.050  0.24
H: 1.134 1.769 0.252  0.23
H: 0.451 1.996 -2.083  0.19
H: 1.336 0.497 -2.494  0.19
H: 0.099 -2.204 0.083  0.22
H: -1.568 -1.698 0.689  0.23
H: -1.437 0.326 -2.015  0.39
H: -1.285 0.646 1.522  0.51

For the HOMO energy, the calculation gives -9.02 eV. The total charge is 0. For the energy relative to the best compared isomer or geometry (same formula, charge and spin), the calculation gives 5.923 eV. The molar mass is 132.1 g mol⁻¹. The value obtained for the energy is -492.28529 hartree. For the LUMO energy, the calculation gives 0.27 eV. The value obtained for the frontier orbital gap is 9.3 eV.

***

The following is a quantum chemistry calculation of an isolated molecule of C6H11N3S, from the OMol25 dataset.

Last column: natural (NBO) charge in e.
CARTESIAN COORDINATES (ANGSTROEM)
C: 0.868 -0.074 -0.696  0.16
C: 0.922 -1.362 -0.178  0.12
C: -1.363 0.147 -0.023  -0.15
C: 2.231 -2.099 -0.363  -0.63
C: 2.130 1.316 0.892  -0.42
C: -3.775 0.703 -0.150  -0.43
N: -0.069 -2.092 0.238  -0.70
N: 1.562 0.994 -0.410  -0.57
N: -2.354 0.978 -0.265  -0.58
S: -1.594 -1.459 0.381  0.54
H: 2.640 -1.908 -1.352  0.22
H: 2.954 -1.765 0.381  0.21
H: 2.060 -3.165 -0.238  0.24
H: 1.421 1.899 1.488  0.19
H: 2.353 0.394 1.424  0.21
H: 3.046 1.896 0.764  0.20
H: -3.953 -0.351 -0.371  0.21
H: -4.128 0.907 0.865  0.20
H: -4.332 1.325 -0.851  0.21
H: 1.493 1.786 -1.038  0.38
H: -2.113 1.930 -0.500  0.39

For the HOMO energy, the calculation gives -7.04 eV. The total charge is 0. For the energy relative to the best compared isomer or geometry (same formula, charge and spin), the calculation gives 3.049 eV. The molar mass is 157.2 g mol⁻¹. The value obtained for the energy is -797.53786 hartree. For the LUMO energy, the calculation gives 0.75 eV. The value obtained for the frontier orbital gap is 7.8 eV.

***

The following is a quantum chemistry calculation of a structure of composition C27H20CrNOP2S2Se, from the OMol25 dataset.

Last column: natural (NBO) charge in e.
CARTESIAN COORDINATES (ANGSTROEM)
Cr: 0.346 0.382 0.268  0.72
S: -1.939 1.004 0.622  -0.42
P: -1.957 -0.944 1.210  1.48
C: -0.317 -1.325 1.120  -1.43
P: 0.645 -2.415 0.266  1.47
S: 1.881 -1.148 -0.740  -0.42
C: 1.598 -3.533 1.317  -0.43
C: 1.466 -3.499 2.698  -0.12
C: 2.228 -4.351 3.496  -0.23
C: 3.125 -5.231 2.911  -0.19
C: 3.266 -5.268 1.525  -0.21
C: 2.506 -4.424 0.735  -0.17
C: -0.176 -3.550 -0.872  -0.43
C: -0.561 -4.822 -0.441  -0.13
C: -1.210 -5.693 -1.306  -0.23
C: -1.483 -5.296 -2.609  -0.19
C: -1.106 -4.033 -3.046  -0.21
C: -0.452 -3.163 -2.183  -0.17
C: -2.651 -1.082 2.877  -0.43
C: -1.809 -1.140 3.983  -0.19
C: -2.337 -1.161 5.269  -0.20
C: -3.713 -1.125 5.455  -0.19
C: -4.563 -1.064 4.357  -0.23
C: -4.032 -1.039 3.076  -0.12
C: -3.090 -1.924 0.209  -0.44
C: -3.508 -1.474 -1.041  -0.11
C: -4.358 -2.255 -1.816  -0.23
C: -4.790 -3.488 -1.348  -0.19
C: -4.376 -3.947 -0.103  -0.21
C: -3.530 -3.166 0.671  -0.18
H: 0.759 -2.807 3.139  0.22
H: 2.118 -4.326 4.574  0.22
H: 3.717 -5.893 3.530  0.22
H: 3.967 -5.956 1.067  0.22
H: 2.622 -4.456 -0.343  0.23
H: -0.345 -5.142 0.571  0.22
H: -1.501 -6.681 -0.967  0.22
H: -1.988 -5.973 -3.288  0.22
H: -1.313 -3.726 -4.063  0.22
H: -0.145 -2.185 -2.528  0.24
H: -0.738 -1.172 3.826  0.22
H: -1.675 -1.207 6.124  0.22
H: -4.125 -1.146 6.456  0.22
H: -5.637 -1.036 4.499  0.22
H: -4.702 -0.983 2.226  0.22
H: -3.175 -0.509 -1.401  0.23
H: -4.683 -1.897 -2.785  0.22
H: -5.452 -4.093 -1.956  0.22
H: -4.713 -4.910 0.262  0.22
H: -3.215 -3.527 1.644  0.22
Se: 1.196 4.030 -2.904  -0.18
C: 0.917 2.726 -1.735  0.23
N: 0.728 1.859 -0.969  -0.72
O: 1.792 1.326 2.842  -0.38
C: 1.268 0.984 1.910  0.66

For the HOMO energy (spin up / spin down), the calculation gives -7.42 / -7.50 eV. The total charge is 0. For the energy relative to the best compared isomer or geometry (same formula, charge and spin), the calculation gives 0.033 eV. The molar mass is 631.5 g mol⁻¹. As for the spin multiplicity: 4. The value obtained for the energy is -6095.93435 hartree. For the LUMO energy (spin up / spin down), the calculation gives -0.81 / -0.83 eV. The value obtained for the frontier orbital gap (spin up / spin down) is 6.6 / 6.7 eV.